[1]
{"formula": "C24H25N3O4", "method": "ωB97M-V/def2-TZVPD", "multiplicity": 1, "de_lowest_ev": 2.7799, "homo_lumo_gap_ev": 7.6, "fmax_ha_per_bohr": 0.0254, "charge": 0, "energy_ha": -1394.78731, "symbols": ["C", "O", "C", "C", "C", "C", "N", "C", "C", "N", "C", "O", "C", "C", "C", "C", "C", "C", "N", "C", "O", "C", "C", "C", "C", "O", "C", "C", "C", "C", "C", "H", "H", "H", "H", "H", "H", "H", "H", "H", "H", "H", "H", "H", "H", "H", "H", "H", "H", "H", "H", "H", "H", "H", "H", "H"], "xyz": [[7.04, 4.96, 1.15], [6.93, 3.62, 1.54], [5.87, 2.90, 1.08], [4.87, 3.38, 0.25], [3.84, 2.55, -0.17], [3.76, 1.22, 0.24], [2.72, 0.40, -0.15], [2.89, -1.04, -0.24], [2.24, -1.56, -1.52], [0.82, -1.28, -1.51], [0.01, -2.04, -2.27], [0.45, -2.94, -2.98], [-1.46, -1.76, -2.20], [-2.19, -1.63, -3.37], [-3.56, -1.44, -3.31], [-4.23, -1.38, -2.10], [-5.72, -1.16, -2.06], [-3.49, -1.53, -0.92], [-4.16, -1.48, 0.31], [-3.63, -1.25, 1.55], [-2.45, -1.05, 1.79], [-4.65, -1.25, 2.61], [-4.50, -1.07, 3.96], [-5.80, -1.17, 4.51], [-6.64, -1.41, 3.47], [-5.96, -1.46, 2.31], [-2.12, -1.73, -0.97], [0.43, -0.09, -0.77], [1.56, 0.93, -0.82], [4.77, 0.75, 1.09], [5.80, 1.57, 1.49], [7.14, 5.06, 0.06], [7.95, 5.34, 1.62], [6.19, 5.56, 1.49], [4.87, 4.40, -0.10], [3.09, 2.97, -0.83], [2.44, -1.54, 0.63], [3.95, -1.28, -0.27], [2.71, -1.10, -2.39], [2.36, -2.64, -1.60], [-1.68, -1.69, -4.32], [-4.12, -1.33, -4.23], [-5.97, -0.28, -1.47], [-6.23, -2.02, -1.63], [-6.10, -1.01, -3.07], [-5.16, -1.56, 0.27], [-3.58, -0.89, 4.47], [-6.07, -1.08, 5.54], [-7.70, -1.55, 3.42], [-1.57, -1.87, -0.06], [-0.47, 0.33, -1.22], [0.21, -0.34, 0.27], [1.23, 1.83, -0.29], [1.76, 1.20, -1.86], [4.73, -0.26, 1.46], [6.57, 1.20, 2.15]]}

***

[2]
{"formula": "C24H25N5", "method": "ωB97M-V/def2-TZVPD", "multiplicity": 1, "de_lowest_ev": 0.5800, "homo_lumo_gap_ev": 9.0, "fmax_ha_per_bohr": 0.0171, "charge": 0, "energy_ha": -1203.32865, "symbols": ["C", "C", "C", "C", "C", "C", "C", "N", "C", "C", "C", "N", "C", "C", "C", "C", "N", "C", "C", "N", "C", "C", "C", "C", "C", "C", "C", "N", "C", "H", "H", "H", "H", "H", "H", "H", "H", "H", "H", "H", "H", "H", "H", "H", "H", "H", "H", "H", "H", "H", "H", "H", "H", "H"], "xyz": [[4.89, 4.10, 0.58], [4.79, 2.62, 0.34], [5.92, 1.82, 0.35], [5.82, 0.46, 0.11], [4.60, -0.15, -0.15], [4.53, -1.62, -0.42], [3.46, 0.66, -0.16], [2.19, 0.13, -0.43], [1.18, 0.74, -1.10], [0.11, -0.12, -1.13], [-1.25, 0.15, -1.69], [-2.35, -0.11, -0.79], [-2.28, 0.62, 0.46], [-3.57, 0.42, 1.27], [-4.73, 1.12, 0.64], [-5.25, 0.75, -0.60], [-6.27, 1.39, -1.15], [-6.78, 2.41, -0.48], [-6.27, 2.79, 0.75], [-5.25, 2.15, 1.30], [0.57, -1.26, -0.40], [-0.14, -2.48, -0.06], [0.08, -3.08, 1.18], [-0.60, -4.23, 1.54], [-1.51, -4.80, 0.67], [-1.72, -4.23, -0.57], [-1.04, -3.08, -0.94], [1.81, -1.07, 0.01], [3.56, 2.03, 0.09], [5.13, 4.61, -0.35], [5.68, 4.32, 1.30], [3.95, 4.50, 0.96], [6.89, 2.26, 0.55], [6.71, -0.15, 0.12], [5.53, -2.03, -0.55], [3.94, -1.82, -1.32], [4.04, -2.13, 0.40], [1.30, 1.71, -1.54], [-1.42, -0.44, -2.60], [-1.30, 1.21, -1.98], [-2.39, -1.11, -0.59], [-2.16, 1.68, 0.22], [-1.43, 0.31, 1.09], [-3.43, 0.83, 2.28], [-3.78, -0.65, 1.35], [-4.83, -0.07, -1.16], [-7.62, 2.92, -0.95], [-6.67, 3.63, 1.31], [0.79, -2.62, 1.85], [-0.42, -4.67, 2.51], [-2.04, -5.69, 0.95], [-2.42, -4.68, -1.27], [-1.19, -2.66, -1.92], [2.67, 2.63, 0.10]]}

***

[3]
{"formula": "C24H26AsO3RuS6", "method": "ωB97M-V/def2-TZVPD", "multiplicity": 2, "de_lowest_ev": 1.2548, "homo_lumo_gap_ev": [7.2, 6.1], "fmax_ha_per_bohr": 0.0540, "charge": 0, "energy_ha": -5875.63356, "symbols": ["Ru", "C", "C", "S", "C", "C", "S", "C", "C", "S", "H", "H", "H", "H", "H", "H", "H", "H", "H", "H", "H", "H", "S", "C", "C", "C", "C", "C", "C", "As", "C", "C", "C", "C", "C", "C", "C", "C", "C", "C", "C", "C", "H", "H", "H", "H", "H", "H", "H", "H", "H", "H", "H", "H", "H", "H", "O", "S", "O", "O", "S"], "xyz": [[1.15, -0.40, -1.10], [-1.74, -2.78, 0.05], [-1.80, -2.66, -1.47], [-0.57, -1.65, -2.38], [0.47, -2.94, -3.08], [1.34, -3.63, -2.05], [2.26, -2.44, -1.01], [2.09, -3.25, 0.60], [0.79, -3.10, 1.36], [-0.65, -4.04, 0.75], [-2.74, -3.05, 0.39], [-1.50, -1.82, 0.51], [-2.76, -2.21, -1.74], [-1.77, -3.65, -1.93], [1.08, -2.42, -3.82], [-0.16, -3.66, -3.62], [2.08, -4.27, -2.54], [0.73, -4.24, -1.38], [2.90, -2.83, 1.20], [2.33, -4.30, 0.41], [0.51, -2.05, 1.39], [0.96, -3.42, 2.39], [2.95, 0.29, 0.19], [2.41, 1.22, 1.58], [3.38, 1.86, 2.36], [3.01, 2.57, 3.49], [1.67, 2.68, 3.86], [0.70, 2.06, 3.09], [1.07, 1.34, 1.96], [-0.17, 0.49, 0.79], [-1.87, 0.54, 1.71], [-2.11, -0.41, 2.70], [-3.30, -0.40, 3.41], [-4.26, 0.57, 3.12], [-4.02, 1.51, 2.13], [-2.83, 1.50, 1.43], [-0.34, 1.66, -0.73], [0.59, 2.68, -0.95], [0.54, 3.44, -2.11], [-0.57, 3.32, -2.93], [-1.51, 2.31, -2.73], [-1.39, 1.46, -1.65], [4.42, 1.78, 2.08], [3.78, 3.06, 4.08], [1.40, 3.24, 4.74], [-0.34, 2.14, 3.37], [-1.36, -1.17, 2.93], [-3.49, -1.13, 4.18], [-5.20, 0.58, 3.67], [-4.77, 2.27, 1.91], [-2.64, 2.24, 0.66], [1.38, 2.85, -0.23], [1.04, 4.40, -2.08], [-0.67, 3.97, -3.79], [-2.34, 2.20, -3.41], [-2.14, 0.69, -1.46], [2.46, 2.68, -3.19], [2.43, 1.63, -4.18], [3.69, 1.32, -4.80], [1.27, 1.64, -5.04], [2.13, -0.26, -3.13]]}

***

[4]
{"formula": "C24H26BrF24N3O6P", "method": "ωB97M-V/def2-TZVPD", "multiplicity": 1, "homo_lumo_gap_ev": 8.3, "fmax_ha_per_bohr": 0.0875, "charge": 1, "energy_ha": -6857.69037, "symbols": ["C", "C", "O", "C", "O", "C", "C", "N", "N", "C", "P", "N", "C", "C", "C", "O", "Br", "H", "H", "H", "H", "H", "H", "H", "H", "H", "H", "H", "H", "H", "H", "C", "C", "C", "F", "F", "F", "F", "O", "C", "C", "F", "F", "F", "F", "H", "H", "H", "H", "C", "C", "C", "F", "F", "F", "F", "O", "C", "C", "F", "F", "F", "F", "H", "H", "H", "H", "C", "C", "C", "F", "F", "F", "F", "O", "C", "C", "F", "F", "F", "F", "H", "H", "H", "H"], "xyz": [[3.12, 2.98, -2.05], [3.22, 1.49, -1.68], [2.42, 0.69, -2.55], [2.89, 1.19, -0.22], [1.66, 1.80, 0.21], [0.51, 1.33, -0.29], [0.31, -0.05, -0.67], [-0.82, -0.57, -1.12], [-1.86, 0.26, -1.24], [-1.84, 1.56, -0.90], [-3.49, 2.36, -1.19], [-4.22, 1.49, -2.25], [-0.66, 2.20, -0.39], [-0.59, 3.66, 0.04], [-0.16, 4.65, -1.03], [0.34, 5.63, -0.76], [-0.54, 4.16, -2.86], [2.74, 3.61, -1.23], [2.51, 3.12, -2.95], [4.11, 3.37, -2.30], [4.27, 1.20, -1.80], [2.95, -0.04, -2.89], [3.68, 1.61, 0.41], [2.90, 0.11, -0.05], [1.14, -0.75, -0.58], [-2.73, -0.14, -1.60], [-3.25, 3.70, -1.53], [-4.09, 2.37, 0.09], [-4.48, 2.00, -3.09], [-1.56, 3.97, 0.44], [0.12, 3.73, 0.87], [-1.54, -3.42, 0.65], [-2.63, -2.89, 1.60], [-2.33, -2.83, 3.10], [-2.12, -4.06, 3.59], [-3.39, -2.29, 3.72], [-3.78, -3.56, 1.39], [-2.84, -1.58, 1.21], [-1.64, -4.76, 0.22], [-1.09, -5.78, 0.96], [-2.15, -6.79, 1.40], [-3.08, -6.18, 2.16], [-1.55, -7.74, 2.14], [-0.38, -5.30, 2.00], [-0.22, -6.43, 0.16], [-1.68, -2.83, -0.26], [-0.54, -3.18, 1.01], [-1.45, -2.21, 3.29], [-2.63, -7.24, 0.53], [0.81, -3.48, -5.82], [1.83, -2.38, -5.53], [3.30, -2.79, -5.42], [3.50, -3.63, -4.38], [4.06, -1.68, -5.20], [1.47, -1.69, -4.42], [1.77, -1.52, -6.58], [0.09, -4.02, -4.73], [0.59, -5.06, -4.00], [0.76, -4.68, -2.53], [1.60, -3.62, -2.39], [1.28, -5.72, -1.86], [1.73, -5.54, -4.52], [-0.32, -6.06, -4.03], [0.05, -3.00, -6.44], [1.25, -4.27, -6.44], [3.65, -3.26, -6.35], [-0.21, -4.41, -2.10], [0.48, 5.75, 4.25], [1.57, 4.70, 4.53], [1.37, 3.30, 3.94], [0.28, 2.70, 4.45], [2.45, 2.54, 4.25], [1.79, 4.61, 5.85], [2.71, 5.18, 3.95], [-0.49, 5.98, 5.25], [-1.64, 5.25, 5.31], [-1.75, 4.46, 6.62], [-0.72, 3.61, 6.74], [-2.90, 3.75, 6.60], [-1.78, 4.44, 4.23], [-2.67, 6.11, 5.27], [1.02, 6.70, 4.18], [0.01, 5.60, 3.27], [1.28, 3.35, 2.85], [-1.76, 5.15, 7.47]]}